ORCA calculation (ωB97M-V/def2-TZVPD) on one molecule with the formula C5H5N3O at a distorted geometry.

```
14
Properties=species:S:1:pos:R:3:forces:R:3
C 1.849703 -0.889699 0.360510 0.34 0.10 -0.21
C 0.634869 -0.114108 -0.095942 0.15 -0.33 -0.06
N 0.697320 1.155355 -0.265332 -0.22 -0.42 -0.05
C -0.392660 1.887397 -0.707670 -0.83 0.18 0.14
N -1.651790 1.831491 -0.400237 0.86 0.14 -0.29
N -2.140171 0.931502 0.482905 0.15 -0.82 0.16
C -1.774688 -0.296865 0.460897 -0.40 -0.32 0.25
C -0.646244 -0.934367 -0.305821 0.52 1.03 0.49
O -0.644892 -2.034443 -0.777084 -0.18 -0.24 -0.19
H 2.700726 -0.197506 0.410403 -0.27 -0.25 0.03
H 1.706763 -1.355058 1.341019 -0.18 0.19 -0.05
H 2.100016 -1.728350 -0.315811 -0.34 0.49 0.09
H -0.162261 2.735734 -1.345068 0.24 -0.16 -0.02
H -2.276690 -0.991083 1.157230 0.15 0.42 -0.31
```
Forces are in eV/Å.

- Energy: -432.950509 a.u.
- Frontier orbital gap: 0.33428 Eh
- F_max: 1.253 eV/Å
- Structure (SMILES): Cc1ncnncc1=O
- LUMO level: -0.7738 eV
- Highest occupied orbital energy: -9.87 eV

Results of the Löwdin charge analysis, in e, for atoms 1 through 8:
1 C -0.0176
2 C -0.2355
3 N 0.1349
4 C -0.1904
5 N 0.0281
6 N 0.0250
7 C -0.0534
8 C -0.3274